# 1
C3H12N4O2 | ωB97M-V with the def2-TZVPD basis set

- LUMO (eV) = 1.002
- HOMO-LUMO gap (eV) = 9.68
- energy above the lowest of the compared OMol25 structures with the same formula, charge and spin (eV) = 6.1168
- charge = 0
- structure (SMILES) = CN(C)ON.C=NON

```
21
Properties=species:S:1:pos:R:3:forces:R:3
C -1.363118 -1.177291 0.930337 0.1 0.1 0.1
N -0.398378 -1.622044 -0.052150 0.4 -0.6 0.2
C -0.970925 -1.764282 -1.374223 0.2 0.2 -0.1
O 0.687908 -0.704153 -0.108650 -0.1 -0.1 -0.2
N 1.893509 -1.379317 0.226888 -0.4 -0.6 0.0
H -2.020838 -2.020629 1.148326 0.0 0.1 0.0
H -1.954148 -0.322644 0.595078 -0.1 0.2 0.0
H -0.831760 -0.904703 1.838145 0.0 0.0 0.1
H -1.355872 -0.810503 -1.766845 0.0 -0.1 0.0
H -0.208459 -2.159429 -2.052216 -0.2 0.0 0.1
H -1.794854 -2.480585 -1.307777 0.1 0.1 0.0
H 2.453970 -1.448409 -0.617617 -0.1 0.2 0.0
H 2.372039 -0.793382 0.894676 0.0 0.3 0.0
C 1.341963 1.852806 -1.089613 -0.6 -0.1 -0.2
N 0.940671 2.255710 0.032780 0.5 0.6 1.1
O -0.389496 1.997528 0.340850 0.0 -0.3 -0.8
N -0.745722 2.504378 1.589462 -0.1 0.2 0.3
H 0.718915 1.343977 -1.814123 -0.2 -0.1 0.0
H 2.374505 2.048769 -1.324107 0.2 0.1 0.0
H -0.173758 2.072102 2.317767 0.1 0.1 -0.4
H -0.576153 3.512103 1.593011 0.1 -0.3 -0.1
```
Forces are in eV/Å.

=====

# 2
C44H43N7O2Ti | ωB97M-V with the def2-TZVPD basis set

- LUMO (eV) = -14.331
- HOMO-LUMO gap (eV) = 3.65
- energy above the lowest of the compared OMol25 structures with the same formula, charge and spin (eV) = 0.4584
- charge = +4

```
97
Properties=species:S:1:pos:R:3:forces:R:3
Ti -0.215311 0.300107 0.157197 0.7 0.3 -0.5
C -1.821485 2.695592 2.802821 -0.1 0.0 -0.1
C -1.994187 3.492078 1.534076 0.1 -0.2 0.0
C -2.167381 4.865910 1.568376 0.1 0.1 0.0
C -2.365770 5.585204 0.396483 0.0 0.0 0.0
C -2.406382 4.937342 -0.828922 0.0 0.0 0.0
C -2.252266 3.558507 -0.914336 0.0 -0.2 -0.1
C -2.429603 2.862580 -2.240387 0.0 0.1 0.1
C -2.031912 2.870784 0.279124 0.1 0.2 -0.1
N -1.926860 1.418599 0.281964 -0.7 0.1 0.4
C -3.040723 0.753811 0.422184 0.0 0.3 0.1
C -4.391645 1.342323 0.357677 0.0 -0.1 -0.1
C -2.870809 -0.699242 0.780665 0.0 -0.1 0.2
C -4.016071 -1.521982 1.215026 -0.1 0.0 0.0
N -1.632629 -1.050197 0.804151 -0.6 -0.1 0.0
C -1.137696 -2.340850 1.180527 0.1 -0.1 0.1
C -0.218912 -2.339499 2.247352 -0.1 0.1 0.0
C -0.002707 -1.101790 3.073890 0.0 -0.3 0.0
C 0.374796 -3.535678 2.611126 0.1 -0.1 0.0
C 0.050024 -4.710102 1.938843 0.0 0.0 0.0
C -0.870740 -4.693498 0.902082 0.0 0.0 0.0
C -1.488470 -3.514054 0.492809 0.0 0.1 -0.1
C -2.490053 -3.573015 -0.631572 0.0 0.0 0.1
H -1.703429 3.353667 3.660245 0.0 0.0 0.0
H -0.942414 2.040947 2.766686 0.1 0.0 0.0
H -2.695175 2.068256 3.009136 0.0 0.0 0.0
H -2.150561 5.380221 2.521622 0.0 0.0 0.0
H -2.508594 6.657210 0.442580 0.0 0.0 0.0
H -2.594479 5.502123 -1.734303 0.0 0.0 0.0
H -1.897628 3.389050 -3.032407 0.0 0.0 0.0
H -3.483912 2.858437 -2.527660 0.0 0.0 0.0
H -2.084480 1.827286 -2.229045 0.0 0.0 0.0
H -4.374361 2.403653 0.138201 0.0 0.0 0.0
H -4.919626 1.179446 1.302949 0.0 0.0 0.0
H -4.982050 0.817102 -0.403490 0.0 0.0 0.0
H -4.638473 -0.956113 1.912171 0.0 0.0 0.0
H -3.690345 -2.443488 1.690306 0.0 0.0 0.0
H -4.661638 -1.768668 0.364360 0.0 0.0 0.0
H -0.105446 -0.176366 2.477804 0.0 0.2 0.1
H 0.980461 -1.089285 3.540770 0.0 0.0 0.0
H -0.755362 -1.022772 3.862099 0.0 0.1 0.0
H 1.065722 -3.565583 3.445152 0.0 0.0 0.0
H 0.503749 -5.644863 2.243159 0.0 0.0 0.0
H -1.130776 -5.619573 0.402810 0.0 0.0 0.0
H -2.134867 -4.231949 -1.423271 0.0 0.0 0.0
H -2.720870 -2.601120 -1.068825 0.0 0.0 0.0
H -3.429593 -4.007224 -0.280842 0.0 0.0 0.0
O 6.846590 3.473251 2.530495 0.0 0.1 0.0
C 5.536826 3.527034 2.739835 0.0 -0.1 0.1
O 5.010702 4.460976 3.269040 0.0 0.1 0.0
C 4.652838 2.403786 2.236996 -0.1 0.0 -0.1
C 4.857282 1.765986 1.019381 0.0 0.0 0.0
C 3.889825 0.911142 0.512939 -0.1 -0.1 -0.1
C 2.725229 0.685229 1.242982 0.0 0.1 0.1
C 2.524739 1.295754 2.476211 -0.1 -0.1 0.1
C 3.494568 2.143787 2.969959 0.1 0.0 0.1
N 1.699786 -0.131068 0.646619 0.7 -0.3 0.1
C 2.048378 -1.265834 0.120433 -0.1 0.2 0.0
C 1.206734 -1.872876 -0.906201 0.1 0.0 -0.1
C 1.573991 -3.002983 -1.597626 0.0 0.0 0.0
C 0.831871 -3.374780 -2.725495 0.0 0.0 0.0
C -0.252570 -2.602347 -3.105978 0.1 -0.1 0.0
C -0.601650 -1.501811 -2.335419 -0.1 0.0 0.1
N 0.110926 -1.138856 -1.262387 0.2 -0.1 -0.2
H 7.181850 2.620641 2.224895 -0.1 0.0 0.0
H 5.745692 1.959060 0.430416 0.0 0.0 0.0
H 4.027546 0.451647 -0.460033 0.0 0.1 0.0
H 1.640908 1.086523 3.065319 0.0 0.1 0.0
H 3.368842 2.621802 3.932809 0.0 0.1 0.0
H 3.016416 -1.706151 0.347706 0.0 0.0 0.0
H 2.445809 -3.565987 -1.286365 0.0 0.0 0.0
H 1.117885 -4.244501 -3.305378 0.0 0.0 0.0
H -0.831546 -2.844500 -3.987808 0.0 0.0 0.0
H -1.460065 -0.891186 -2.591991 0.0 0.0 0.0
C 1.518084 2.655054 -3.017413 0.1 0.1 0.0
C 0.962931 1.687691 -2.222189 0.0 0.0 0.1
N 0.655675 1.919627 -0.919469 -0.4 -0.3 -0.1
C 0.915606 3.137608 -0.381031 0.1 -0.1 0.2
C 1.479208 4.176077 -1.124776 0.1 0.0 0.1
C 1.761776 3.903538 -2.471231 0.0 0.0 0.0
C 1.781918 5.544017 -0.677278 -0.1 0.0 0.0
C 1.830675 6.212619 0.485302 0.0 -0.1 0.0
C 1.636514 5.878871 1.904324 0.1 0.2 0.0
C 1.902192 6.883536 2.828418 0.0 0.0 0.0
C 1.705714 6.596773 4.171909 0.0 0.0 0.0
N 1.288988 5.397826 4.568150 0.0 0.0 0.0
C 1.088370 4.505493 3.615311 0.0 0.0 -0.2
N 1.225024 4.667288 2.301578 -0.1 -0.2 0.0
H 1.757014 2.433742 -4.048548 0.0 0.0 0.0
H 0.779307 0.706126 -2.627410 -0.1 0.0 0.0
H 0.714144 3.303625 0.675235 -0.1 0.0 0.0
H 2.188344 4.683396 -3.091005 0.0 0.0 0.0
H 2.045101 6.163676 -1.528089 0.0 0.0 0.0
H 2.106710 7.254430 0.361506 0.0 0.0 0.0
H 2.258009 7.854693 2.513250 0.0 0.0 0.0
H 1.877896 7.339261 4.941244 0.0 0.0 0.0
H 0.766329 3.526871 3.950391 0.0 -0.1 0.0
```
Forces are in eV/Å.